143
Properties=species:S:1:pos:R:3 method="wB97M-V/def2-TZVPD" relative_energy_kj_mol=1148.7 lumo_ev=-0.17 gap_ev=10.74 e_tot_ha=-10110.11225
S -1.05539 -1.40164 -0.57261
S -2.31951 -7.14268 -6.08529
S 4.94958 -2.59614 -2.65032
S -3.46795 9.96973 2.22416
S -6.15930 -9.62831 1.65268
S 3.35509 -2.96434 6.30478
S 1.77122 6.73834 -3.65815
S 8.66800 4.99751 -0.60334
S -2.04834 1.59437 -5.96008
S -3.98074 0.28188 6.34476
S -7.49134 5.32198 1.10355
S 2.05948 5.72154 4.01105
S 2.13585 -9.00585 -0.63010
O -1.27663 -2.70533 0.15833
O -5.32126 0.93917 7.08799
O 2.80038 -9.33511 0.91935
O 7.79435 4.20293 -1.76341
O -7.84924 6.86519 1.52322
O -3.23571 -7.80436 -7.01858
O 2.62873 4.21743 4.54113
O -5.28452 -10.05115 2.71791
O -0.92926 -1.43698 -2.02440
O -6.87029 5.38253 -0.20906
O 6.50567 -2.62072 -3.22565
O -4.40373 -1.19720 6.85483
O 0.27875 -0.54251 0.00528
O 0.66709 5.90104 4.50016
O 5.25699 -3.98037 -1.63464
O -2.12843 1.29398 -7.56957
O -4.43653 10.35465 3.30433
O 1.52429 -10.51633 -0.70614
O -4.02729 10.18421 0.63366
O 3.47285 -2.12606 4.84013
O -3.44039 8.30313 2.03895
O 3.26281 6.97070 -3.06504
O -2.14986 3.04156 -6.01249
O -4.30000 0.36758 4.93054
O 0.81969 7.75978 -3.35764
O -0.78712 -7.93041 -6.01164
O 1.39037 5.39867 -3.38630
O 7.60748 4.53922 0.58478
O -2.97161 0.77587 -5.19696
O -9.12395 4.97207 0.94828
O -1.56080 -5.79106 -6.73676
O 3.26933 6.41330 4.92476
O -2.62382 0.63921 6.88186
O 8.63793 6.44326 -0.83016
O 2.33509 6.79111 -5.18140
O -2.09406 -0.18968 -0.08879
O 3.22712 -4.44715 5.59977
O 4.06715 -2.88354 -3.78832
O 1.14245 -7.91667 -0.58645
O -2.11094 10.46565 2.37646
O -2.64792 -6.88282 -4.66490
O 4.60560 -2.92922 7.06971
O 3.19189 -8.84435 -1.66180
O 9.96563 4.29685 -0.39387
O 2.06491 -2.63801 7.01461
O -7.56772 -9.87351 1.94784
O -0.45044 1.13797 -5.71530
O -5.66973 -10.23074 0.16569
O -6.76569 4.57115 2.15078
O 4.73279 -1.38367 -1.91679
O -5.91285 -8.07934 1.15232
O 2.35637 5.86813 2.63500
C -1.42279 1.03774 0.00349
C -9.98090 6.04630 1.25819
C -4.88671 -7.98352 0.14124
C 7.36598 -3.26919 -2.37974
C 6.32094 4.40269 0.07596
C -0.22325 -5.63163 -6.25620
C -5.72704 -1.26869 7.41732
C 3.39851 -4.26727 4.18788
C 4.07353 7.73967 -3.91638
C -4.69121 -9.43232 -0.48221
C 0.26078 -7.03129 -6.19410
C 2.93051 4.24823 5.92209
C 0.16419 0.81233 -6.96503
C 3.43712 7.55558 -5.32265
C 6.55542 3.69756 -1.26956
C 6.52982 -4.34230 -1.72016
C -0.01139 0.74063 0.52329
C 2.85507 -10.74448 1.21609
C -1.01287 0.49525 -7.92552
C -6.15090 0.09008 7.78312
C -9.12348 6.93514 2.06210
C 3.05826 -2.88141 3.72461
C -3.62405 9.09397 -0.15731
C -2.89634 8.10621 0.73566
C 2.32022 -11.51539 0.01085
C 3.75280 5.57067 5.95073
H 8.15637 -3.74892 -2.95703
H -7.22281 0.22298 7.63663
H 0.74254 1.63934 -7.37694
H -9.51659 7.95154 2.03907
H 5.05335 7.26392 -3.95770
H 3.87312 5.99197 6.94880
H 0.00491 -5.26414 -5.25570
H -2.97918 7.06521 0.42333
H 3.91908 -10.97112 1.28392
H 5.71829 3.71028 0.66374
H 5.89850 5.37814 -0.16513
H 0.06605 0.58641 1.59955
H 1.07841 -7.06191 -5.47394
H -5.99514 0.31496 8.83823
H 4.14209 6.94656 -5.88852
H 6.81143 -4.59394 -0.69766
H 1.98893 -2.68751 3.64078
H 3.21446 -11.70379 -0.58323
H -10.31532 6.42003 0.29040
H 0.86172 -0.00727 -6.79241
H -1.84363 8.38353 0.68083
H -6.39969 -1.78157 6.72987
H 2.03652 4.25946 6.54560
H 2.88211 -5.09256 3.69764
H -3.89521 -7.60271 0.38626
H 0.79499 -7.24974 -7.11875
H -3.75302 -9.90665 -0.19426
H 4.45285 -4.48426 4.01649
H 4.78869 5.31163 5.73185
H 4.12656 8.79211 -3.63769
H 6.47254 -5.30290 -2.23210
H -1.93116 1.76878 0.63216
H -1.29525 1.50325 -0.97382
H -2.93152 9.33987 -0.96233
H 0.77962 1.37380 0.12143
H -5.23069 -7.15092 -0.47239
H 1.68655 -12.35575 0.29434
H -9.15959 6.75504 3.13651
H 0.37895 -4.99112 -6.90057
H -0.65061 0.84783 -8.89121
H 5.79137 3.90462 -2.01885
H 3.40946 8.48613 -5.88958
H 3.28061 3.24965 6.18356
H -5.68098 -1.89766 8.30636
H -4.85710 -9.53168 -1.55493
H -10.81006 5.58509 1.79474
H 3.50582 -2.51914 2.79911
H -4.49708 8.59910 -0.58279
H 7.92625 -2.58662 -1.74075
H -1.18379 -0.56510 -7.73968
H 2.26428 -11.07420 2.07069
H 6.68726 2.62888 -1.10036

92
Properties=species:S:1:pos:R:3 method="wB97M-V/def2-TZVPD" relative_energy_kj_mol=186.2 lumo_ev=-12.49 total_charge=+4 gap_ev=6.70 e_tot_ha=-7122.29546
Zr 0.10394 -0.24965 0.94624
As -0.52752 -2.32778 -0.66899
As 1.94415 -2.04594 1.68074
S 1.56512 0.41975 -1.06862
S 0.87432 0.54421 3.34300
P -2.41153 1.19162 0.65492
O -0.77573 1.64720 0.86418
O -3.03007 1.93152 1.88219
O -1.95455 -0.31471 1.43923
N 1.87782 1.86300 5.38041
N 2.09330 0.33236 -3.62447
N -0.36110 1.39546 5.56779
N 0.66034 2.02961 -3.10668
C 1.01902 0.50837 -5.92953
C -1.57356 3.03065 -2.77370
C 1.38515 0.99443 -2.73493
C -0.88413 -0.85388 -4.89755
C 0.90266 1.82239 7.61559
C -0.91247 4.66891 -4.64004
C -1.70604 3.42180 -4.25295
C -0.10362 -3.84379 0.50541
C -0.39382 2.99399 1.30017
C -0.22118 -6.21370 0.94044
C 0.86513 -2.80674 -1.96354
C -0.70629 -5.08195 0.30306
C -0.12474 2.93565 -2.28774
C -2.12607 -2.92647 -1.64865
C 0.88164 -6.12138 1.77799
C -4.31161 2.65301 1.86976
C -3.00810 -1.33188 1.45224
C 1.98127 2.43376 6.73613
C 0.76912 1.34969 4.89224
C 2.53604 -2.28101 3.52175
C 3.68076 -2.30914 0.81475
C -0.44788 1.95456 6.93046
C 0.34627 -0.86622 -5.80953
C 2.25718 0.70137 -5.04510
C 1.48374 -4.89075 1.98775
C 1.00572 -3.74482 1.35718
H -4.11031 3.71665 1.77842
H -4.94490 2.31990 1.04916
H 0.72417 -3.85421 -2.22676
H -0.66217 -0.46880 -3.89448
H 1.84079 -2.68868 -1.49752
H -1.18294 0.96635 5.17778
H 0.65077 3.12869 1.03267
H -2.89030 -3.31954 -0.98131
H -2.54081 -2.10181 -2.22704
H -4.79773 2.45612 2.81929
H 3.25650 -3.09584 3.55570
H 3.99766 -3.33689 0.98415
H -2.07138 3.78673 -2.15717
H -1.41798 2.57149 -4.87902
H 0.70419 2.28206 -4.08772
H 2.97342 2.21065 7.12251
H -2.07973 2.07307 -2.60794
H -0.99765 3.73749 0.78254
H 1.07041 -1.61670 -5.47830
H 2.60058 1.73828 -5.10752
H 2.66959 -0.42302 -3.28683
H 1.36586 0.66320 -6.95145
H -0.53031 3.08220 2.37309
H -0.68974 -7.17335 0.76713
H 2.71565 1.81154 4.82224
H 0.26389 1.28001 -5.75149
H 1.70026 -2.49772 4.18275
H 3.03816 -1.37331 3.84862
H -1.55341 -5.17573 -0.36452
H -1.21435 1.40967 7.47705
H -1.11397 4.92660 -5.67792
H -3.84241 -0.97941 2.05549
H 4.39296 -1.63759 1.29408
H 1.12755 0.76948 7.79545
H 3.66166 -2.09986 -0.25175
H -2.60188 -2.23383 1.90448
H 0.33275 3.92599 -2.31672
H 2.34750 -4.83010 2.63678
H -1.80817 -3.70613 -2.33806
H -1.29029 -1.86291 -4.80796
H 0.87886 2.32851 8.57810
H -1.66327 -0.22539 -5.33170
H 0.16872 4.53733 -4.54358
H -0.08372 2.56342 -1.27328
H -3.34764 -1.53628 0.43759
H 3.06056 0.07249 -5.42127
H -1.20917 5.52256 -4.02894
H -2.76166 3.60566 -4.45279
H 0.00783 -1.18064 -6.79594
H 0.80234 -2.19836 -2.86305
H 1.87688 3.51850 6.67870
H 1.27560 -7.00314 2.26495
H -0.75188 3.00110 6.87169

87
Properties=species:S:1:pos:R:3 method="wB97M-V/def2-TZVPD" lumo_ev=-9.21 total_charge=+2 gap_ev=2.93 e_tot_ha=-2673.99347
Lu -4.84575 -3.93866 0.37541
Nb 0.08592 0.57663 -0.42128
O 6.61420 2.00286 1.29156
O 0.28914 -2.69811 -0.10479
O -5.95313 -0.63169 -0.13053
N 4.02453 3.49939 1.97036
N 2.49831 -1.61617 -0.13827
C 2.48427 2.16569 0.59925
C -1.34905 0.07276 -2.05205
C -0.40039 2.76134 -0.65073
C 5.06447 2.97991 -2.43979
C 1.53191 1.17602 1.23792
C -3.84486 0.46980 1.73935
C 2.66971 3.46011 1.45284
C 4.94635 4.28005 1.11935
C 3.20660 -1.12287 -1.37555
C -5.08134 1.22258 1.21009
C -2.63168 -3.40258 0.77026
C -2.16490 -4.88454 1.07697
C 3.01129 -2.94864 0.26049
C -6.71812 -0.88335 -1.30241
C 5.89489 1.88346 -2.27427
C -1.84339 -1.36484 -2.25341
C -1.20465 -4.79770 2.27369
C -5.57741 0.74350 -0.12975
C -1.40212 0.11105 1.22536
C 6.12828 2.33696 0.06569
C -2.93837 -1.77740 -1.24783
C 5.30256 3.45199 -0.08132
C -2.85079 -3.23323 -0.76806
C 6.42805 1.55360 -1.03585
C -2.55915 1.12993 1.18385
C 4.77267 3.76219 -1.32966
B 1.08474 -1.57423 -0.21774
H -2.10722 -3.80668 -1.29194
H 1.38424 0.82160 -1.70404
H -3.85548 -0.54984 1.36658
H 2.47892 -3.34119 1.11152
H -1.38965 -3.90881 2.86560
H 2.54608 -1.01002 -2.22458
H 4.12948 4.62237 -1.43073
H 0.40178 3.23997 -1.20701
H -2.77040 1.52895 0.19758
H -1.71558 -0.92386 1.19617
H -2.32556 -1.36845 -3.22946
H 6.12903 1.26325 -3.12340
H -1.29053 2.80977 -1.26747
H -2.22178 0.69765 -1.86260
H 2.03173 0.28141 1.59230
H -1.58638 -5.21880 0.23157
H 1.93996 3.52877 2.24841
H -1.31008 -5.64055 2.94061
H 3.98112 3.96576 2.86913
H 2.48367 4.30412 0.78660
H -2.99494 -5.56628 1.30761
H -4.80883 0.88062 -0.89556
H -3.55027 -3.11955 1.43348
H 5.84449 4.46535 1.69579
H -7.71741 -0.47570 -1.19689
H 4.04823 -2.83579 0.55348
H -1.85211 -2.77431 1.14899
H -1.06979 -2.11315 -2.34629
H -6.78136 -1.95585 -1.46149
H -3.84988 -3.74747 -1.06890
H -6.22701 -0.45765 -2.17489
H 4.53423 5.23568 0.80696
H 3.70665 -0.18782 -1.16016
H 3.44969 1.67469 0.55000
H 0.47434 -3.27669 -0.85484
H -6.45723 1.33149 -0.38159
H 0.95657 1.57898 2.06469
H 7.05601 0.68960 -0.91004
H -2.26412 1.92494 1.85366
H -0.18479 -4.73481 1.92524
H 3.99633 -1.82413 -1.59820
H 2.99851 -3.64558 -0.57352
H 2.21399 2.46211 -0.40766
H 5.92557 2.18206 1.94223
H -2.99314 -1.08828 -0.41610
H -0.89741 0.22882 2.17850
H -5.87206 1.13052 1.94241
H -4.79038 2.25837 1.08878
H -0.51400 3.25136 0.30983
H -3.89643 -1.69449 -1.75717
H 4.64901 3.22822 -3.39785
H -3.81013 0.47260 2.81915
H -0.92852 0.44086 -2.98355

97
Properties=species:S:1:pos:R:3 method="wB97M-V/def2-TZVPD" relative_energy_kj_mol=126.5 lumo_ev=-3.42 total_charge=+1 gap_ev=8.29 e_tot_ha=-3156.40553
S -7.72025 -8.12980 1.19467
S 2.05021 8.59216 -0.52506
P -0.97913 -5.58948 1.44727
O 1.38613 7.92335 -1.61769
O 1.43397 8.73039 0.77005
O -8.30076 -8.15530 2.51121
O -3.67365 -1.07760 1.92258
O 1.95619 2.64305 -2.33356
O -8.38772 -8.70393 0.05772
O -0.49667 -6.95598 1.47555
O -0.45785 -4.70431 2.70106
O 3.51958 -1.35682 0.73234
O -2.60959 -5.59131 1.48711
N -2.33006 0.94330 1.40078
N 0.23932 3.94131 -1.52120
N -1.64466 -2.66294 0.68369
N -0.80866 -1.08379 -0.60695
C -0.73323 -3.26134 -0.18247
C -1.62052 2.43210 -2.09380
C -0.55955 0.24050 -1.18949
C 4.68695 -0.82492 2.87295
C -0.19715 -2.30404 -0.96454
C 0.85658 -2.53753 -2.01945
C 1.92308 2.66463 0.02918
C 4.01187 10.33166 -0.51364
C 3.36921 -0.91020 2.06431
C -7.25887 -6.44306 0.81126
C -1.80647 0.92321 -1.78052
C -0.98075 3.30657 -0.97144
C -0.50740 -4.76469 -0.13545
C -1.63347 -1.36050 0.39308
C -6.04547 -8.77228 1.29242
C 2.01668 -1.49116 -2.07895
C 3.41910 -2.09011 -1.87019
C 0.53041 5.18462 -0.72084
C -5.11662 -7.60274 0.94591
C 3.69009 7.89001 -0.30798
C 2.59911 10.20231 -1.07368
C 4.68128 8.97275 -0.75057
C 4.39452 -0.93005 -1.53524
C -5.83689 -6.30942 1.34565
C 4.30474 -0.47282 -0.04564
C 1.37483 3.06857 -1.35703
B -2.59848 -0.45937 1.30531
H 4.55897 11.14111 -0.99468
H 2.94455 3.02881 0.18019
H 2.79750 0.03604 2.14470
H 1.27119 3.07305 0.81999
H 5.34527 -0.43147 0.32470
H -2.71897 1.35931 2.24339
H 3.97095 10.54162 0.55774
H 0.20701 6.03422 -1.32228
H 5.62311 8.88692 -0.20995
H -1.32150 1.07359 1.41773
H -2.61561 2.84656 -2.30059
H 1.91753 10.96669 -0.70703
H 0.01997 -3.91938 2.39520
H -4.15666 -7.70223 1.44966
H 5.03727 0.21617 2.90661
H 3.78350 -2.48796 -2.83172
H 4.53954 -1.19217 3.89559
H -1.20108 -5.20340 -0.87567
H 3.46108 -2.89509 -1.13026
H -3.55668 -1.12796 2.88000
H -0.79959 2.77435 -0.02136
H 1.94416 -0.95717 -3.03770
H -0.08922 0.84740 -0.40176
H -4.92260 -7.59289 -0.12930
H -2.22197 -3.06633 1.40583
H -5.93820 -9.59698 0.59202
H 0.49733 -5.08373 -0.43053
H 0.18671 0.21340 -1.99025
H 0.35875 -2.64681 -2.99442
H 2.73940 -1.66423 2.56657
H -1.03872 2.53814 -3.01800
H -2.72216 0.79712 -1.19286
H -2.00000 0.42594 -2.74678
H 2.60643 10.19624 -2.16367
H -5.33928 -5.42708 0.94099
H 5.40772 -1.30587 -1.72122
H 3.77655 6.98984 -0.91332
H -1.69090 4.11093 -0.73855
H 1.62132 5.25077 -0.59748
H 1.89957 1.57042 0.10523
H -2.92132 -5.12492 2.27874
H 3.81080 7.64237 0.74572
H 4.90244 8.85673 -1.81379
H 0.05082 5.14552 0.26815
H 3.95151 0.57301 0.01451
H 5.47736 -1.42556 2.40544
H -5.88189 -9.12631 2.30888
H 1.85057 -0.74280 -1.28841
H -5.85455 -6.21881 2.43574
H -7.28453 -6.33072 -0.27265
H -7.96186 -5.75511 1.27586
H 1.32296 -3.51106 -1.80428
H 4.21555 -0.04524 -2.15946